(1)
Density functional theory data (wB97M-V/def2-TZVPD) for a cluster of 5 separate species, C33H52I2N5O4S in total at a distorted geometry.

Geometry as ORCA input:
```
! wB97M-V def2-TZVPD RIJCOSX def2/J DEFGRID3
* xyz 1 1
C 5.712 1.893 4.918
H 6.163 2.352 5.800
H 7.984 1.316 3.377
C -1.584 -2.349 -1.756
H -0.514 3.516 -0.251
N 9.032 3.504 5.408
C 7.717 2.374 3.424
C 2.536 0.937 0.253
C -1.074 -4.753 -6.949
N 2.721 3.528 3.281
H 1.560 -0.926 -1.149
H -0.017 5.803 3.047
N -1.389 0.103 -2.125
H 1.822 1.239 2.299
C -0.703 4.394 4.513
C 0.324 3.821 2.255
H -4.544 1.579 -2.105
H 5.953 3.602 3.646
H -3.884 -4.394 3.805
H 2.522 -3.656 1.363
C 1.106 -0.647 -2.139
C -4.134 -3.331 3.754
C -1.712 -1.163 -2.808
C -0.730 2.563 -0.777
H 5.940 0.823 4.932
H -3.695 -2.834 4.621
C -2.134 -2.858 2.248
H 2.778 1.579 -3.855
N -0.846 -1.628 4.191
H -3.514 4.325 -1.702
H -5.218 -3.233 3.839
H 0.571 0.404 1.304
C -1.408 -2.166 3.345
H 1.576 -2.559 0.262
C -2.124 2.256 -1.103
H -0.831 -4.283 -5.993
H 0.790 -1.610 -2.607
C -3.904 0.667 -2.100
H -2.681 -1.177 -3.344
C 2.600 -2.755 0.687
C 1.677 0.454 1.483
H 2.420 2.028 -1.696
C -2.596 -2.262 -6.300
H -6.220 0.315 0.164
H 8.022 2.840 2.485
H -1.199 3.422 4.569
C -0.047 0.347 -1.824
O 3.135 -1.631 1.401
H -0.892 -5.823 -6.839
H 5.682 2.095 2.782
H 0.431 4.165 1.226
H -1.846 -3.912 2.238
C -2.837 -3.016 -7.556
H -1.835 -2.416 1.295
H -2.741 -5.043 -8.269
O -1.421 -2.105 -0.595
H -4.160 -3.202 1.612
H 2.984 0.119 -0.361
C 2.198 -0.051 -3.122
H -0.934 -1.384 -3.586
C -5.098 0.335 0.246
H -3.923 -1.660 2.426
C -2.396 0.989 -1.792
H 0.248 4.326 5.046
C -4.366 -0.358 -0.962
H -4.872 -0.215 1.204
C -3.646 -2.717 2.447
H 4.631 2.011 5.008
H -0.166 2.843 2.238
I -1.640 -4.411 -2.371
C -0.503 4.824 3.064
H -3.461 -0.870 -0.557
H -3.181 -4.911 -6.573
H 3.408 1.506 0.686
H 1.829 2.969 -0.288
I -5.745 -1.793 -1.841
H -4.023 0.200 -3.118
H -2.209 -2.599 -8.346
O 3.264 -0.601 -3.105
N -2.406 -1.679 -5.327
C -2.525 -4.501 -7.346
H -1.320 5.121 5.043
C 1.671 3.670 2.838
O 1.954 1.052 -3.913
H -1.482 4.943 2.590
C 6.209 2.540 3.630
H -3.880 -2.888 -7.850
H 3.256 -3.022 -0.188
H -4.805 1.399 0.423
S -3.377 3.473 -0.617
H -0.388 -4.368 -7.707
H 2.423 -0.826 3.191
H 1.203 -1.596 2.129
C 1.813 1.945 -0.755
C 0.338 1.588 -1.130
C 2.114 -0.928 2.123
C 8.460 3.012 4.542
*
```

The value obtained for the orbital gap is 7.704 eV. The value obtained for the LUMO energy is -4.3 eV. The calculation puts the molecular weight at 868.69 g mol⁻¹. The total energy is -77732.015 eV.


(2)
Density functional theory data (wB97M-V/def2-TZVPD) for a structure of composition C33H53N4O2P2Pb at a distorted geometry.

Geometry as ORCA input:
```
! wB97M-V def2-TZVPD RIJCOSX def2/J DEFGRID3
* xyz 1 1
C -3.507 2.162 -1.654
H -3.890 -0.970 -0.151
H -4.854 0.498 0.025
N -0.508 4.845 1.586
N 0.356 -2.122 -0.835
H -3.061 0.862 -4.803
C 1.762 -2.482 3.007
C 0.626 -4.659 -2.017
C -0.479 3.505 1.614
H 6.780 -1.052 -4.878
H 0.782 -0.535 -3.339
H 0.544 6.356 0.597
H 0.217 -3.982 3.454
H 1.105 -2.594 5.045
H 0.614 -5.694 -2.406
H 4.584 2.619 -3.983
H -5.491 0.309 -2.212
H 4.468 -0.452 -0.037
H -0.386 2.112 -4.847
H -1.387 -4.191 -2.737
H 2.888 -4.315 3.369
H 5.636 0.141 1.165
H -1.189 6.258 0.202
C 6.019 -0.487 -4.331
H -2.702 2.614 -1.055
C 5.286 -1.226 -3.399
H -0.934 3.525 3.618
H 3.405 -3.019 0.278
N 1.824 1.028 -1.687
C -3.845 0.124 -0.194
C 3.847 0.722 -3.159
H -4.406 0.424 -3.597
O -3.403 -0.891 3.396
C 4.227 -0.591 -2.771
C 4.723 -0.465 1.038
O -0.295 2.800 0.570
P 2.062 -1.176 1.623
H 3.679 -1.079 -1.947
H 3.047 0.482 3.981
C -0.289 5.666 0.411
C -3.471 0.623 -1.599
C 3.357 1.555 1.496
C 2.638 1.255 -2.533
H -1.991 -2.011 -3.029
C -0.625 -2.619 -1.583
C -0.749 1.884 -3.835
C -4.493 0.028 -2.580
C 1.648 -4.135 -1.231
H 3.143 1.684 0.432
C 0.027 -0.510 -4.133
H -0.232 -2.871 2.157
C 2.388 -2.630 0.531
C -2.420 -1.455 3.581
H 4.976 -1.494 1.324
C 3.892 0.091 3.402
H -4.470 2.494 -1.241
H 4.158 -0.897 3.782
C 3.586 0.089 1.905
H -0.053 5.047 -0.461
H -2.684 -0.895 -4.714
C -0.554 -3.909 -2.113
C 5.768 0.879 -4.580
H 4.287 2.110 1.696
H 0.481 -1.157 4.179
C 1.359 -1.805 4.318
H 2.585 2.068 2.082
C 3.096 -3.258 3.119
H 4.740 0.756 3.606
H -4.443 -1.071 -2.615
H 6.410 1.362 -5.327
H -0.675 1.939 2.942
H -3.441 2.538 -2.686
C -2.260 0.114 -4.819
H -1.600 2.543 -3.623
H 3.788 -2.838 3.867
H -0.303 -1.540 -4.353
Pb 0.182 0.400 -0.002
C 4.698 1.525 -3.945
P -1.706 0.079 -1.998
H -2.704 -2.046 -1.386
C 0.615 -3.436 2.573
C -1.819 -1.764 -1.976
H 2.547 -4.689 -0.953
H 0.518 -0.115 -5.041
H 0.959 -4.151 1.806
H 5.444 -2.272 -3.116
N -0.622 2.944 2.852
H 3.653 -3.272 2.164
H -0.691 5.307 2.470
H 0.055 2.100 -3.119
H -1.797 0.162 -5.817
C 1.471 -2.889 -0.532
H -3.166 0.483 0.587
C -1.163 0.407 -3.791
H 2.160 -1.206 4.770
*
```

The value obtained for the orbital gap is 5.189 eV. The value obtained for the LUMO energy is -2.9 eV. The calculation puts the molecular weight at 806.96 g mol⁻¹. The total energy is -68954.382 eV.


(3)
Density functional theory data (wB97M-V/def2-TZVPD) for a structure of composition C33H54AsIrN6O4S.

Geometry as ORCA input:
```
! wB97M-V def2-TZVPD RIJCOSX def2/J DEFGRID3
* xyz 1 2
N -1.144 -2.974 -1.093
C -3.130 0.263 -2.134
C -1.983 6.821 0.553
C -3.615 -7.276 0.105
H 1.926 -6.625 -0.244
C -5.600 -1.394 0.051
H -2.789 -6.013 -2.931
H -2.351 2.724 -0.940
O 2.181 0.041 -0.187
C 3.109 -4.828 -0.506
O 3.205 1.920 0.475
H 0.508 -5.771 1.616
C -3.418 -7.230 -1.268
O -1.963 0.320 0.445
H -0.743 3.187 1.725
N -3.569 -0.505 -0.980
H 0.444 -1.075 -4.998
N 0.332 0.650 2.245
C -0.178 -0.964 -4.107
H 0.014 -0.215 2.674
Ir 0.151 0.179 0.048
C 2.752 0.817 0.710
H 1.782 2.068 2.833
H -0.738 -1.886 -3.956
H 2.410 3.520 -0.962
H 1.212 -2.752 -2.733
H -6.459 -2.045 -0.098
C -0.330 5.082 0.833
C -1.475 3.056 -1.493
S 0.140 -2.095 1.033
C -1.660 5.497 0.804
C -2.593 -4.981 -1.068
H 2.621 -0.789 2.156
H -1.493 4.138 -1.612
C -2.095 -3.744 -1.744
H 1.617 0.701 3.932
C -0.283 -3.311 -0.102
As 0.134 2.552 -0.544
H -1.467 2.584 -2.474
H -3.200 -1.874 3.159
C 1.082 -5.080 0.994
C -4.717 -1.917 1.157
H 1.140 8.072 0.202
C 1.637 0.991 2.880
C -3.309 -6.173 0.894
H 1.711 5.720 0.655
H 1.095 4.567 -1.592
C -2.969 -0.427 0.218
C 1.476 3.549 -1.516
C 1.432 0.669 -3.163
H 1.624 3.136 -2.506
H -1.228 8.785 0.133
H -4.012 -8.172 0.563
H -3.020 7.130 0.540
H -2.449 4.776 0.988
H 0.989 3.556 1.564
H 4.009 -5.323 -0.866
H 3.413 -3.949 0.067
C 2.273 -5.773 0.348
C -2.920 -6.078 -1.859
C 0.350 7.350 0.363
C 0.700 -0.636 -2.889
H -5.972 -0.403 0.322
C -4.782 -1.292 -1.215
H 2.555 -4.473 -1.377
H 2.014 0.583 -4.083
H -3.840 1.070 -2.335
N -3.505 -1.106 1.261
C -2.905 -1.002 2.578
H -2.543 -4.169 0.924
H -3.477 -6.208 1.962
H -0.887 -0.156 -4.300
H 2.101 0.932 -2.347
H -3.087 -0.402 -2.997
H -5.350 -0.776 -1.989
C -2.790 -5.029 0.310
H 2.877 -6.194 1.154
H 2.454 -1.756 -3.492
H -5.233 -1.874 2.116
H -4.511 -2.274 -1.612
H 1.410 -4.252 1.618
C 0.014 3.644 1.086
N 0.192 -4.536 -0.027
H -3.234 -0.102 3.104
H 3.714 0.547 2.604
H -0.938 -1.959 -1.482
H -4.446 -2.962 0.973
H -2.141 0.660 -1.965
C -0.978 7.751 0.327
H -0.377 1.334 2.492
C 0.671 6.025 0.617
N -0.163 -0.625 -1.719
C 1.714 -1.784 -2.690
H -1.825 -1.008 2.499
H 0.697 1.463 -3.320
O -2.564 -3.358 -2.793
H -3.664 -8.087 -1.880
H -0.123 -5.186 -0.735
C 2.763 0.293 2.138
H 2.235 -1.681 -1.738
*
```

The value obtained for the orbital gap (alpha / beta) is 8.060 / 8.151 eV. As for the expectation value of S²: 0.7576. The value obtained for the LUMO energy (alpha / beta) is -2.4 / -2.5 eV. The calculation puts the molecular weight at 898.04 g mol⁻¹. The total energy is -126738.242 eV. As for the relative energy (zero: lowest compared OMol25 entry of this formula, charge and spin): 63.8 kJ/mol.


(4)
Density functional theory data (wB97M-V/def2-TZVPD) for a cluster of 6 separate species, C33H54BF15NO13Si in total.

Geometry as ORCA input:
```
! wB97M-V def2-TZVPD RIJCOSX def2/J DEFGRID3
* xyz 0 2
H -3.197 2.526 -1.742
O 2.148 -6.060 6.159
C -0.823 4.853 -0.839
O 3.217 -2.852 1.176
F -1.021 -7.148 -0.158
H -0.869 5.523 1.239
H -1.550 -5.168 -1.509
O -0.783 -1.850 -3.042
H -3.645 6.717 -1.330
N 1.806 4.124 0.176
C 1.259 5.199 2.358
C 2.749 -7.575 7.939
F -1.183 -0.982 0.211
O -1.405 -3.170 -1.313
H 3.911 -2.602 3.116
H -5.346 -6.426 1.811
H -0.683 2.112 1.035
F 1.762 -7.826 8.813
H 0.466 4.553 2.731
H -0.993 4.957 -2.975
F -3.472 4.114 -8.074
C 1.236 5.352 0.827
H -3.928 -4.593 2.765
C -0.174 3.462 -1.120
O -2.758 -6.307 2.749
C 0.471 -4.591 -1.974
O 0.697 7.740 -2.353
C 0.935 2.967 -0.175
F 3.639 -5.243 -0.317
H 1.682 7.442 0.874
H 1.844 4.018 -4.941
C -3.464 3.584 -1.829
H -4.540 6.097 0.057
H -0.251 5.270 -5.403
C 2.025 -7.947 3.597
C 2.142 -7.184 6.567
H -3.358 2.714 1.049
O 5.465 -3.086 1.210
H -1.395 -4.316 -3.050
H -1.557 6.434 -2.211
H 0.340 -8.887 4.569
C 1.055 3.554 -5.532
F -1.243 0.304 -1.524
O 1.724 5.668 -2.927
C -5.201 -6.344 2.886
F -0.136 -6.326 1.638
H 2.224 -2.173 2.791
C 2.164 6.531 0.515
C -3.535 6.248 -0.350
F -2.328 2.284 -8.294
H 0.815 -4.612 -0.939
H 0.252 3.481 -2.126
F -1.210 -8.212 1.716
O 1.618 -8.251 5.992
H 0.809 5.273 -6.819
H 0.451 2.935 -4.869
H 2.375 6.620 -0.549
H 0.637 2.775 2.007
C 0.396 2.255 1.086
C -0.224 5.636 0.361
C 4.186 -4.047 -0.596
H 2.232 4.834 2.694
F -3.875 2.418 -6.787
C -1.191 -7.000 1.152
B 0.619 6.368 -2.467
C -1.668 -0.859 -1.033
C -1.211 -2.029 -1.941
H -5.168 -7.346 3.314
H -3.653 4.284 1.795
H 4.673 -0.604 1.810
H -6.054 -5.815 3.310
H 1.204 1.038 -1.058
F 3.363 -3.405 -1.433
F 3.509 -8.670 7.844
F -3.004 -0.821 -0.956
H -3.141 3.913 -2.820
H 1.487 8.068 -1.912
H -2.031 3.610 1.791
C 0.997 -8.031 4.699
H 1.505 2.909 -6.287
C 0.220 4.642 -6.158
H 3.586 -0.108 3.113
H -0.942 2.684 -1.123
H 1.096 6.182 2.807
C 3.650 -0.666 2.178
C -2.488 -6.209 1.460
H 2.988 -0.198 1.449
C -2.939 3.713 1.194
H 2.643 -8.845 3.575
O -3.084 -5.586 0.633
C 3.243 -2.100 2.418
C -3.934 -5.588 3.209
H 2.102 5.026 -2.300
H 0.841 1.261 1.165
C -1.023 -4.375 -2.028
C -0.773 5.671 -2.172
H 0.389 -7.129 4.754
H 0.718 -5.544 -2.441
C -2.912 3.094 -7.405
H 2.706 1.726 -0.390
O 2.799 4.308 -0.608
H 3.127 6.416 1.012
O -0.820 4.092 -7.010
C 4.390 -3.252 0.717
F 3.493 -6.584 8.418
H -0.274 6.700 0.107
H 2.675 -7.083 3.729
F 5.345 -4.247 -1.210
C -1.889 3.643 -6.378
H -3.782 -5.497 4.281
H -4.554 3.646 -1.768
H 2.063 2.306 -1.931
H 1.008 -3.801 -2.496
O -2.109 3.662 -5.202
H -3.011 6.949 0.306
H 1.515 -7.854 2.640
Si -2.672 4.586 -0.461
C 1.790 1.952 -0.938
*
```

The value obtained for the orbital gap (alpha / beta) is 8.554 / 9.379 eV. As for the expectation value of S²: 0.7542. The value obtained for the LUMO energy (alpha / beta) is 0.3 / 0.2 eV. The calculation puts the molecular weight at 996.66 g mol⁻¹. The total energy is -112525.013 eV.